(1)
The following is a DFT calculation (ωB97M-V/def2-TZVPD) of 2 unconnected molecules or ions with the total composition C2H3BrF2 at a distorted geometry.

The largest force on an atom is 3.52 eV Å⁻¹. The SMILES is C=C(F)Br.F. The value obtained for the energy above the lowest of the compared OMol25 structures with the same formula, charge and spin is 1.344 eV. The calculation puts the total energy at -2851.70418 a.u.

Geometry as ORCA input:
```
! RIJCOSX wB97M-V def2-TZVPD def2/J DEFGRID3
* xyz 0 1
C 0.50048 -0.49740 0.71096
C 1.72663 -0.14256 1.01807
F 2.24479 -0.16558 2.23338
Br 3.00865 0.30108 -0.35692
H 0.15442 -0.27498 -0.31750
H -0.02610 -0.67461 1.55221
F 0.26074 1.68590 -1.12437
H 1.02534 1.65346 -0.56447
*
```

***

(2)
The following is a DFT calculation (ωB97M-V/def2-TZVPD) of 3 unconnected molecules or ions with the total composition C38H78ClFN4O6PS at a distorted geometry.

The largest force on an atom is 6.97 eV Å⁻¹. The value obtained for the energy above the lowest of the compared OMol25 structures with the same formula, charge and spin is 7.966 eV. The calculation puts the total energy at -3464.18307 a.u.

Geometry as ORCA input:
```
! RIJCOSX wB97M-V def2-TZVPD def2/J DEFGRID3
* xyz 1 1
C 3.20052 -0.79171 3.13555
C 1.61580 -1.07410 3.33808
C 0.77293 -0.87638 1.95014
O -0.05169 0.30915 2.02795
C -0.64243 0.64074 0.71702
C -2.09328 0.00238 0.63604
C -3.37859 0.94670 0.76175
C -3.12765 2.53064 0.37526
C -3.26982 3.52921 1.62157
P -2.15680 3.28845 3.09583
O -2.27143 4.59610 3.94386
O -2.75065 2.05598 4.16571
C -3.95634 2.60402 4.82613
C -5.05867 1.44208 5.12886
O -0.48945 3.13149 2.77290
C -0.05526 4.22357 1.91427
C 1.23182 5.00691 2.46310
C -4.77733 0.40848 0.26065
N -4.86397 -0.71234 -0.79225
C -4.72730 -0.23737 -2.20713
C -4.03619 1.16616 -2.49637
C -4.00770 1.32345 -4.12642
C -2.95470 2.41495 -4.63790
O -1.62520 2.00027 -4.22271
C -0.96310 3.21163 -3.75302
C -6.25511 -1.22593 -0.50597
C -7.16275 -2.01442 -1.50507
C -8.03588 -3.10184 -0.62771
Cl -6.54438 -2.91750 -2.94763
C -3.74956 -1.68004 -0.38030
C -3.82174 -3.14446 -0.97598
C -4.85928 -4.16678 -0.26627
O -5.26178 -5.12186 -0.97892
F -5.26155 -4.09990 1.09412
C -2.28595 -1.05058 -0.61375
N -1.13800 -2.00799 -0.38048
C -0.55642 -2.32393 -1.49759
S 0.35884 -2.39741 -2.88821
H 3.70446 -1.59928 2.47466
H 3.76949 -0.81757 4.14294
H 3.41494 0.22394 2.65161
H 1.15801 -0.50976 4.21888
H 1.54497 -2.20141 3.60845
H 0.06672 -1.79701 1.91526
H 1.55848 -0.87539 1.11874
H 0.12273 0.21987 -0.05108
H -0.54463 1.77030 0.63435
H -2.15100 -0.72618 1.54445
H -3.48417 1.07597 1.91974
H -4.01643 2.83334 -0.31315
H -2.20901 2.68728 -0.28570
H -4.36582 3.50900 1.96966
H -3.07889 4.59632 1.20911
H -3.65519 3.08845 5.81957
H -4.50897 3.36311 4.14693
H -4.77111 0.42094 4.70544
H -6.05318 1.73976 4.60755
H -5.31839 1.41864 6.25539
H 0.12380 3.80077 0.84963
H -0.89671 5.01275 1.78675
H 0.85957 6.00010 2.93174
H 1.77489 4.43611 3.29228
H 1.93880 5.33687 1.60669
H -5.32475 0.01515 1.20779
H -5.45814 1.26949 -0.11526
H -4.09747 -1.03778 -2.76474
H -5.71352 -0.18499 -2.81187
H -2.98268 1.32030 -2.09381
H -4.78491 1.98552 -2.15691
H -5.06007 1.72694 -4.41042
H -3.92970 0.30085 -4.64825
H -2.96701 2.35888 -5.79904
H -3.23441 3.49039 -4.37159
H -1.60317 3.73948 -2.94653
H 0.01415 2.87091 -3.23765
H -0.77854 3.87751 -4.66974
H -6.92473 -0.33828 -0.15937
H -6.15319 -1.85892 0.46504
H -7.98823 -1.30730 -1.92216
H -7.63066 -4.16349 -0.72712
H -8.18540 -2.74139 0.44870
H -9.09569 -3.12472 -1.09990
H -3.87458 -1.76964 0.77147
H -2.84008 -3.75870 -0.86852
H -3.94859 -3.11805 -2.12829
H -2.09160 -0.58304 -1.63247
C 4.66312 2.59158 0.84019
C 4.81303 3.26675 2.19969
N 5.75453 2.60439 3.09453
C 5.69476 3.10594 4.46740
C 6.10006 4.55811 4.70970
C 7.10107 2.39272 2.56966
C 7.89110 3.62279 2.12684
H 4.36710 1.54472 0.95061
H 3.88910 3.10012 0.25815
H 5.58662 2.63385 0.25749
H 3.82188 3.26079 2.66608
H 5.07719 4.31928 2.03799
H 6.29680 2.45823 5.11423
H 4.66618 2.97764 4.82595
H 7.18200 4.68572 4.67896
H 5.77623 4.86600 5.70951
H 5.64368 5.24658 3.99614
H 7.03351 1.70651 1.71770
H 7.69452 1.83929 3.30634
H 7.28583 4.32906 1.55494
H 8.72023 3.31266 1.48271
H 8.33137 4.14628 2.97518
C 3.82807 -4.07183 -2.02782
C 3.69602 -4.54696 -3.47115
N 4.96900 -4.76935 -4.14580
C 4.82943 -4.97211 -5.58775
C 4.07725 -6.21463 -6.05924
C 5.90059 -5.67582 -3.47944
C 5.42887 -7.10284 -3.20662
H 4.42300 -3.15652 -1.96699
H 2.83735 -3.85645 -1.61736
H 4.28612 -4.82937 -1.38723
H 3.14416 -3.76875 -4.01067
H 3.06592 -5.44507 -3.48507
H 5.82231 -4.96307 -6.05067
H 4.32204 -4.09230 -6.00174
H 4.68370 -7.11486 -5.96160
H 3.83477 -6.11362 -7.12242
H 3.13650 -6.36405 -5.52620
H 6.19367 -5.22556 -2.52422
H 6.83622 -5.71681 -4.04857
H 4.40549 -7.14336 -2.82801
H 6.07184 -7.56205 -2.44888
H 5.49743 -7.72748 -4.09696
*
```

***

(3)
The following is a DFT calculation (ωB97M-V/def2-TZVPD) of a molecular structure, C17H22N2O4SeW at a distorted geometry.

The largest force on an atom is 1.04 eV Å⁻¹. The value obtained for the energy above the lowest of the compared OMol25 structures with the same formula, charge and spin is 0.553 eV. The calculation puts the total energy at -3538.31370 a.u.

Geometry as ORCA input:
```
! RIJCOSX wB97M-V def2-TZVPD def2/J DEFGRID3
* xyz 4 1
W -0.60573 0.76976 -0.39324
C 3.34672 1.67101 2.64405
C 2.63691 0.61459 1.73054
C 3.59471 0.06291 0.68151
C 1.47161 1.36037 1.19380
C 1.47818 2.00344 -0.07889
C 0.46345 2.90844 -0.45274
C -0.64774 3.17700 0.38784
C -1.66988 4.20127 0.04752
C -0.72435 2.41831 1.59297
C 0.28981 1.54822 1.97887
H 4.20540 1.17335 3.09517
H 2.70487 2.03136 3.44830
H 3.70949 2.51578 2.05700
H 2.27356 -0.17568 2.39600
H 4.14764 0.85562 0.17445
H 3.08676 -0.54785 -0.07085
H 4.33661 -0.56572 1.17127
H 2.29511 1.82227 -0.77089
H 0.53689 3.40804 -1.41496
H -2.67149 3.92089 0.37577
H -1.66111 4.47913 -1.00549
H -1.40579 5.10704 0.61361
H -1.60056 2.52612 2.22766
H 0.19798 1.01895 2.92404
O -2.70836 1.06025 -4.27256
C -2.72148 1.07514 -3.16554
O -0.35443 0.57718 -2.04249
C -3.34782 1.18212 -1.66243
O -4.49600 1.33179 -1.73888
O -2.54317 0.99689 -0.64621
C 1.51996 -3.22610 -1.56700
N 0.11029 -3.47587 -1.20519
C -0.61475 -4.54388 -1.63163
C -1.85424 -4.45428 -1.05434
N -1.87148 -3.32622 -0.29257
C -3.01881 -2.93283 0.54524
C -0.66816 -2.72324 -0.40386
Se 0.00180 -1.31736 0.69411
H 1.92433 -4.13911 -1.99539
H 2.08922 -2.98605 -0.67061
H 1.57866 -2.42657 -2.30263
H -0.20676 -5.29397 -2.29219
H -2.70191 -5.12002 -1.11633
H -3.49300 -3.83697 0.91966
H -3.73852 -2.37415 -0.04931
H -2.67440 -2.35137 1.39686
*
```

***

Number 1: HOMO -0.3769 hartree. Number 2: HOMO -0.3461 hartree. Number 3: HOMO -0.8075 hartree.